# C28H47Cl2FN5O6S2Si

2 unconnected molecules or ions with the total composition C28H47Cl2FN5O6S2Si (the ωB97M-V functional and the def2-TZVPD basis, the Open Molecules 2025 dataset).

Structure (XYZ):
```
92
Properties=species:S:1:pos:R:3:forces:R:3:mulliken_charge:R:1
C -0.35715 -6.96860 2.86846 0.178 -1.145 0.924 -0.732
O 0.24097 -6.22732 1.78448 -1.034 0.052 0.032 -0.199
C -0.46562 -6.42553 0.53680 -0.186 -0.563 -0.460 -0.764
C -0.16161 -5.25895 -0.55214 -1.490 -0.280 0.817 -0.624
C -0.43178 -3.83956 0.13945 0.531 0.960 0.604 -0.530
C 0.22734 -2.58443 -0.66026 -1.960 -1.377 -1.117 -0.466
N 1.10524 -1.71245 0.18672 -0.164 2.913 -1.381 1.308
C 0.82514 -0.29164 0.04037 -1.907 -0.146 0.691 -2.933
N 1.39223 0.68046 -0.87952 -0.950 -1.614 1.286 1.568
C 1.44647 0.25237 -2.29031 1.895 0.477 -1.882 -0.424
C 0.72752 1.30444 -3.28354 -3.193 2.393 0.418 0.156
O -0.31372 1.92264 -3.03169 4.613 -2.641 -1.098 -0.356
F 1.39559 1.55874 -4.53223 -1.032 -1.053 2.867 -0.300
C 2.57288 1.42996 -0.40662 2.569 0.913 -1.264 -0.449
Cl 2.64168 1.81998 1.37167 -0.719 -0.640 -1.258 -0.019
C 2.83970 2.83164 -1.20863 -0.470 0.092 0.915 0.108
C 1.89098 4.03186 -0.72952 0.752 0.605 -0.628 -0.965
Cl 4.57164 3.32086 -0.71112 -1.469 -0.813 -0.772 -0.362
N -0.17970 0.16603 0.82008 -0.040 -0.489 -0.721 0.924
C -0.92012 -0.70705 1.80017 -1.009 -0.721 1.000 -0.055
C -0.04660 -1.16243 3.05997 0.511 0.567 0.991 -0.331
N 0.31691 -0.30633 3.98703 -0.622 -2.796 -2.196 -0.549
S -0.74467 1.83486 0.73982 -0.153 0.405 -0.427 0.067
C -2.58967 1.80796 0.43511 -1.537 -1.666 0.311 -0.599
C -3.04989 0.68779 -0.60793 0.751 -2.354 -2.888 0.551
O -2.35714 0.23083 -1.55273 -1.967 2.078 3.887 -0.506
O -4.36084 0.12401 -0.43064 1.740 2.092 -0.338 -0.311
C -5.21713 0.55496 -1.55605 -0.729 1.035 -0.420 -0.676
C -6.76412 0.31027 -1.17286 1.273 -1.146 -1.136 0.519
C -7.47730 -0.49334 -2.38081 -0.323 -0.385 0.472 -1.246
O -7.37722 1.62527 -0.95921 -1.810 -2.086 0.689 -0.339
C -8.80019 1.41272 -0.74938 -1.898 1.173 -3.112 0.507
O -9.55698 1.81841 -1.65955 2.620 -1.527 3.938 -0.530
C -9.34070 0.68519 0.59275 0.611 1.287 -0.836 -0.368
S -8.08668 0.95048 1.95137 0.010 0.152 0.159 -0.250
Si 2.82051 -2.18626 0.21922 2.461 -2.153 0.163 0.437
C 3.72973 -2.06228 -1.49568 -0.899 0.186 -1.039 -0.982
C 3.91785 -1.31005 1.51747 0.390 1.401 -0.207 -0.956
C 2.90337 -4.08003 0.66377 0.320 0.066 -0.655 -0.957
H -1.47502 -6.77964 3.02156 1.393 -0.051 -0.527 0.295
H -0.20220 -8.10051 2.70608 -0.346 1.605 0.147 0.284
H 0.15481 -6.73104 3.87596 -0.570 -0.056 -1.872 0.230
H -0.15379 -7.45741 0.12536 -0.541 1.532 0.373 0.361
H -1.59850 -6.47497 0.76657 1.628 0.237 -0.507 0.376
H -0.97388 -5.39640 -1.36755 1.458 0.136 1.182 0.353
H 0.85791 -5.36403 -1.05022 -1.312 0.256 0.943 0.342
H -0.00275 -3.76728 1.21363 -0.599 -0.531 -1.793 -0.137
H -1.56226 -3.61725 0.26623 1.753 -0.675 -0.399 0.489
H 0.78614 -3.01339 -1.58114 -0.591 0.819 1.480 0.540
H -0.66866 -1.98995 -1.09118 1.637 -0.574 0.673 0.105
H 2.56313 0.24664 -2.60487 -1.797 -0.155 0.283 0.381
H 1.04186 -0.78877 -2.51528 0.291 1.495 0.599 0.320
H 3.51033 0.78673 -0.64198 -1.391 1.006 0.648 0.064
H 2.89051 2.68680 -2.34170 -0.227 0.093 1.665 0.471
H 2.33196 4.46178 0.24480 -1.021 -0.872 -1.434 0.367
H 0.78738 3.75340 -0.64878 1.653 0.179 -0.062 0.092
H 1.98651 4.87629 -1.50739 -0.186 -1.335 1.138 0.373
H -1.81618 -0.11242 2.22869 1.722 -0.698 -0.801 0.529
H -1.40931 -1.59626 1.24349 1.183 1.368 0.920 -0.034
H 0.21184 -2.28619 3.15088 -0.539 1.770 -0.404 0.290
H 0.83531 -0.88295 4.68597 -0.360 0.792 -0.369 0.330
H -2.97122 2.82557 0.03432 1.107 -1.513 0.663 0.447
H -3.13659 1.58572 1.43116 0.792 0.485 -1.696 0.381
H -4.90134 0.04294 -2.53075 -0.502 0.480 1.602 0.239
H -5.05419 1.68538 -1.70527 -0.402 -1.594 0.193 0.325
H -6.79954 -0.35121 -0.23211 0.089 1.223 -1.220 0.230
H -6.75343 -1.23882 -2.88181 -1.032 1.296 0.866 0.438
H -8.30224 -1.14499 -1.89335 1.081 1.171 -1.106 0.313
H -7.92452 0.21317 -3.17832 0.748 -1.157 1.418 0.289
H -9.48520 -0.44402 0.41161 0.409 1.839 0.398 0.261
H -10.32448 1.17095 0.89963 1.302 -0.755 -0.771 0.342
H -7.68953 2.29460 1.88975 -0.895 -1.258 -0.500 0.161
H 4.28975 -1.07051 -1.59705 -0.449 -1.531 0.034 0.279
H 2.93507 -2.07195 -2.34236 1.344 -0.062 1.220 0.234
H 4.39279 -2.98001 -1.70499 -0.808 1.593 0.534 0.415
H 4.67929 -2.04427 1.95951 -1.367 0.992 -0.463 0.419
H 4.55171 -0.51380 0.95899 -0.979 -1.185 0.990 0.282
H 3.31598 -0.73254 2.30123 1.060 -1.045 -0.810 0.241
H 2.82013 -4.69612 -0.31270 -0.138 0.818 1.726 0.200
H 3.99380 -4.24342 1.01725 -1.858 0.199 -0.303 0.408
H 2.12772 -4.38419 1.44438 1.279 0.047 -1.088 0.128
N 8.17536 6.93856 1.41884 -0.585 0.053 -0.367 -0.534
C 7.60299 8.13294 1.19781 0.373 -0.458 0.186 -0.239
C 6.44717 8.30858 0.45362 -0.081 -0.119 -0.063 -0.368
C 5.84646 7.18716 -0.09968 -0.074 -0.011 -0.034 -0.308
C 6.41790 5.94050 0.11136 0.038 0.121 -0.003 0.411
C 7.57287 5.87003 0.87366 0.365 0.403 0.299 -0.306
H 8.11140 8.97924 1.64809 -0.060 0.004 -0.038 0.350
H 6.02792 9.29666 0.31003 0.050 -0.042 0.018 0.360
H 4.94115 7.28363 -0.68981 0.054 0.001 0.023 0.378
H 5.97540 5.04390 -0.30641 0.279 0.409 0.120 0.070
H 8.05535 4.91760 1.06994 -0.044 0.006 -0.042 0.364
```
Forces are in eV/Å.

The calculation puts the HOMO energy at -11.045 eV. For the molecular weight, the calculation gives 731.84 g/mol. Its LUMO energy is -4.108 eV. For the maximum force, the calculation gives 5.43 eV/Å. As for the charge: +1.